No. 1
{"formula": "H5NOSSi", "method": "the ωB97M-V functional and the def2-TZVPD basis", "gap_ev": 6.93, "homo_energy_ev": -7.882, "spin_multiplicity": 1, "relative_energy_kj_mol": 288.17, "total_charge": 0, "symbols": ["N", "O", "Si", "S", "H", "H", "H", "H", "H"], "xyz": [[0.227684, 0.470902, 1.539117], [-0.829432, -1.346636, -0.149672], [0.524523, -0.658463, 0.313532], [0.444520, 1.334567, -2.360444], [0.506880, 0.167684, 2.447462], [-0.578399, 1.129793, 1.516705], [-1.033156, -1.259842, -1.112623], [1.518418, -1.582887, 0.434611], [-0.781039, 1.744882, -2.628687]], "forces_ev_per_a": [[-0.3, 0.0, -0.7], [-1.1, -0.5, -2.0], [-2.6, 3.8, -0.9], [1.1, -1.2, 1.3], [0.2, 0.4, 0.8], [1.1, -0.9, 0.0], [0.1, -0.2, 1.0], [2.2, -1.2, 0.3], [-0.7, -0.1, 0.3]]}


No. 2
{"formula": "H5NOSSi", "method": "the ωB97M-V functional and the def2-TZVPD basis", "gap_ev": 9.93, "homo_energy_ev": -9.337, "spin_multiplicity": 1, "relative_energy_kj_mol": 48.45, "smiles": "N[Si@@H](O)S", "total_charge": 0, "symbols": ["N", "Si", "O", "S", "H", "H", "H", "H", "H"], "xyz": [[0.868925, 1.261273, 0.375119], [0.146244, -0.010246, -0.487331], [0.536212, -1.297967, 0.312435], [-1.946743, 0.298921, 0.092939], [1.779038, 1.627617, 0.428641], [0.293321, 1.624997, 1.056246], [0.331230, -0.373698, -1.958867], [0.152682, -2.221696, 0.402854], [-2.160910, -0.909203, -0.222036]], "forces_ev_per_a": [[0.4, -0.7, -2.2], [-1.4, 1.3, -0.6], [0.4, -4.9, 1.6], [0.7, 2.3, -0.1], [1.1, 0.2, -0.2], [-1.3, 1.0, 1.7], [0.1, 0.9, 0.8], [0.8, 2.2, -0.5], [-0.7, -2.3, -0.5]]}


No. 3
{"formula": "H5NS2", "method": "the ωB97M-V functional and the def2-TZVPD basis", "gap_ev": [5.28, 2.18], "homo_energy_ev": [-11.947, -11.947], "spin_multiplicity": 2, "relative_energy_kj_mol": 131.99, "s2": 0.755, "total_charge": 1, "symbols": ["N", "H", "H", "H", "S", "S", "H", "H"], "xyz": [[3.396372, -2.195456, -1.782824], [4.304262, -1.634113, -1.485056], [3.741884, -3.100334, -2.228309], [3.024149, -2.548994, -0.877649], [-3.350175, 2.838614, 2.484559], [-4.292439, 2.506716, 0.560344], [-3.881537, 1.849422, 3.274981], [-2.942515, 2.284148, 0.053951]], "forces_ev_per_a": [[2.4, -0.5, 1.0], [-2.4, -1.7, -0.9], [-0.3, 1.7, 0.6], [0.3, 0.5, -0.7], [-0.6, -0.7, -1.9], [3.0, -0.6, 2.0], [-0.5, 0.5, -0.4], [-1.9, 0.8, 0.3]]}


What is the formula in the third record?
H5NS2